58
Properties=species:S:1:pos:R:3:mulliken_spin:R:1 method="wB97M-V/def2-TZVPD" spin_multiplicity=4 lumo_ev="-11.12 / -11.40" gap_ev="5.9 / 5.6" molar_mass_g_mol=781.70 e_tot_ha=-2698.440081 charge=+3 e_homo_ev="-17.0611 / -17.0108"
Re 0.025 -0.941 0.660 2.71
C 3.670 1.410 3.777 0.00
S 4.031 -0.257 3.165 0.01
C 2.568 -0.755 2.455 0.03
S 1.245 0.408 2.107 0.00
N 2.434 -2.028 2.202 0.02
N 1.195 -2.322 1.718 -0.09
C 0.649 -3.464 1.951 0.05
C -0.809 -3.461 1.827 0.04
C -1.593 -4.538 2.138 0.02
C -2.979 -4.369 2.238 0.03
C -3.520 -3.110 2.037 -0.01
C -2.686 -2.066 1.686 0.05
N -1.355 -2.229 1.549 0.01
H 4.634 1.900 3.895 0.00
H 3.064 1.981 3.073 0.00
H 3.182 1.344 4.745 0.00
H 1.214 -4.288 2.383 0.00
H -1.124 -5.498 2.327 0.00
H -3.616 -5.207 2.496 0.00
H -4.582 -2.932 2.148 0.00
H -3.078 -1.073 1.523 -0.01
N 1.994 -1.392 -2.974 0.02
C 2.227 -1.304 -1.691 0.00
O 1.318 -0.778 -0.946 0.12
C 3.540 -1.745 -1.175 0.00
I 4.689 0.042 -0.908 0.01
H 1.125 -1.036 -3.359 0.00
H 2.684 -1.758 -3.614 0.00
H 4.079 -2.358 -1.889 0.00
H 3.471 -2.244 -0.214 0.00
C -3.040 1.061 0.088 0.02
P -1.265 0.963 -0.284 -0.05
C -0.555 2.556 0.121 0.00
C -1.248 3.488 0.891 0.00
C -0.675 4.727 1.142 0.00
C 0.578 5.031 0.635 0.00
C 1.275 4.097 -0.126 0.00
C 0.721 2.852 -0.368 0.01
C -1.217 0.722 -2.071 -0.01
C -1.029 1.769 -2.965 0.01
C -1.105 1.519 -4.332 0.00
C -1.357 0.236 -4.800 0.00
C -1.544 -0.816 -3.905 0.01
C -1.469 -0.570 -2.543 0.00
H -3.435 1.929 -0.441 0.00
H -3.223 1.179 1.158 0.00
H -3.550 0.173 -0.286 0.00
H -2.236 3.273 1.285 0.00
H -1.213 5.460 1.731 0.00
H 1.022 5.997 0.838 0.00
H 2.249 4.345 -0.530 0.00
H 1.269 2.114 -0.948 -0.01
H -0.843 2.775 -2.610 0.00
H -0.982 2.336 -5.032 0.00
H -1.421 0.053 -5.866 0.00
H -1.765 -1.811 -4.274 0.00
H -1.636 -1.391 -1.841 0.00